(1)
{
  "formula": "C3H9NO2",
  "method": "ωB97M-V/def2-TZVPD",
  "relative_energy_ev": 2.4833,
  "smiles": "CN(C)C=O.O",
  "e_tot_ha": -324.88135,
  "multiplicity": 1,
  "homo_energy_ev": -9.4,
  "molar_mass_g_mol": 91.1,
  "species": ["C", "N", "C", "C", "O", "H", "H", "H", "H", "H", "H", "H", "O", "H", "H"],
  "positions_angstrom": [[0.48599, 1.56636, 0.85153], [0.57444, 0.58136, -0.25679], [1.23619, 0.89452, -1.63416], [-0.34471, -0.53678, -0.34912], [-1.07916, -0.72977, 0.56537], [-0.51435, 1.53643, 1.17105], [0.86761, 2.61471, 0.46041], [1.39495, 1.45472, 1.45114], [2.05542, 0.17985, -2.14796], [1.86146, 1.77438, -1.60301], [0.56808, 1.02119, -2.47083], [-0.06062, -1.23964, -1.18300], [-2.26770, -3.41033, 1.69733], [-3.01999, -3.03824, 2.16835], [-1.75762, -2.66877, 1.27970]],
  "forces_ev_per_a": [[3.45, 1.64, -3.26], [-0.17, -1.72, -3.94], [1.75, -1.16, 0.24], [3.96, 2.53, 0.55], [-1.79, -1.09, 0.70], [-0.80, 0.24, 1.32], [-1.75, -1.66, 0.12], [-0.99, -0.88, 1.15], [-1.85, 0.53, 2.03], [-0.27, 0.59, 0.58], [-0.87, 0.20, 0.18], [-0.69, 0.65, 0.35], [0.72, 0.46, -0.53], [0.24, 0.26, -0.19], [-0.96, -0.60, 0.68]]
}

(2)
{
  "formula": "C43H36MoN3O6",
  "method": "ωB97M-V/def2-TZVPD",
  "charge": 3,
  "relative_energy_ev": 1.6254,
  "e_tot_ha": -2343.15927,
  "multiplicity": 1,
  "homo_energy_ev": -16.8,
  "molar_mass_g_mol": 786.7,
  "species": ["Mo", "O", "C", "N", "C", "O", "C", "C", "C", "C", "C", "N", "C", "C", "C", "C", "C", "N", "H", "H", "H", "H", "H", "H", "H", "H", "C", "C", "C", "O", "C", "C", "O", "C", "O", "C", "C", "C", "C", "C", "C", "C", "C", "C", "C", "C", "C", "C", "O", "C", "C", "C", "C", "C", "C", "C", "C", "C", "C", "C", "C", "H", "H", "H", "H", "H", "H", "H", "H", "H", "H", "H", "H", "H", "H", "H", "H", "H", "H", "H", "H", "H", "H", "H", "H", "H", "H", "H", "H"],
  "positions_angstrom": [[1.27568, -0.75732, 1.49756], [2.93608, 0.08486, 5.13379], [2.71244, -0.07266, 3.98084], [1.82391, -1.02138, 3.40136], [1.41095, -2.16787, 4.13424], [1.38029, -2.29087, 5.31219], [1.04365, -3.24037, 3.14982], [0.81137, -4.53600, 3.53000], [0.66673, -5.50142, 2.53648], [0.78598, -5.12283, 1.20562], [0.98550, -3.79537, 0.89013], [1.09227, -2.85354, 1.85141], [3.39545, 0.70993, 2.88269], [4.37676, 1.63557, 3.12621], [5.00429, 2.23376, 2.03610], [4.62891, 1.87837, 0.74373], [3.61894, 0.96136, 0.55879], [3.01102, 0.38433, 1.62252], [0.78548, -4.77337, 4.58575], [0.49501, -6.53670, 2.80128], [0.72377, -5.84670, 0.40513], [1.06716, -3.46458, -0.13361], [4.65081, 1.85544, 4.15010], [5.78994, 2.96143, 2.19476], [5.11779, 2.30746, -0.11979], [3.28071, 0.66215, -0.42696], [-1.96149, 3.00728, -2.88254], [-2.13960, 1.53325, -2.61092], [-3.12556, 0.84078, -3.51659], [-0.87999, 0.85150, -2.71021], [-0.35941, 0.56185, -1.44564], [-1.61639, 0.56463, -0.53931], [-2.53472, 1.36166, -1.23296], [-1.57366, 1.26315, 0.82688], [-0.11431, 0.11965, 1.68900], [-1.00744, 2.62909, 0.85925], [0.35456, 2.94606, 0.83755], [0.77204, 4.26277, 0.77770], [-0.16293, 5.29075, 0.72489], [-1.51560, 4.99086, 0.74102], [-1.94049, 3.67333, 0.81942], [-2.66745, 1.01097, 1.70228], [-3.77182, 0.21334, 1.32118], [-4.81461, 0.02048, 2.19979], [-4.76529, 0.58130, 3.47584], [-3.67753, 1.35621, 3.87625], [-2.64399, 1.58243, 2.99724], [0.41078, -0.76516, -1.69948], [1.19683, -1.04304, -0.24163], [1.62112, -0.60470, -2.55571], [2.37066, -1.74320, -2.87325], [3.53498, -1.63471, -3.60991], [3.96303, -0.38613, -4.04902], [3.22579, 0.74975, -3.74244], [2.06436, 0.64803, -2.99090], [-0.47045, -1.94100, -1.97262], [-0.66994, -2.29450, -3.30680], [-1.57540, -3.29186, -3.64029], [-2.28075, -3.95621, -2.64857], [-2.09435, -3.60665, -1.31617], [-1.20668, -2.59735, -0.98257], [-1.66905, 3.16220, -3.91974], [-1.19685, 3.42428, -2.22426], [-2.90008, 3.53087, -2.70486], [-2.78300, 0.90166, -4.54868], [-4.09893, 1.32349, -3.44565], [-3.22170, -0.20766, -3.23273], [0.34726, 1.33105, -1.11358], [-1.99546, -0.44878, -0.42140], [1.10668, 2.16892, 0.87976], [1.82908, 4.49418, 0.77742], [0.16431, 6.32059, 0.68084], [-2.25022, 5.78368, 0.70308], [-2.99789, 3.44905, 0.82793], [-3.84665, -0.19731, 0.32464], [-5.67640, -0.55725, 1.89596], [-5.58779, 0.42139, 4.16119], [-3.65474, 1.78956, 4.86647], [-1.80734, 2.20181, 3.29335], [2.02834, -2.72049, -2.55542], [4.10313, -2.52084, -3.85799], [4.86224, -0.30302, -4.64468], [3.54341, 1.71654, -4.10926], [1.48530, 1.54169, -2.80586], [-0.13204, -1.77618, -4.08864], [-1.72542, -3.54941, -4.67987], [-2.97938, -4.73920, -2.91067], [-2.65420, -4.11120, -0.53941], [-1.10782, -2.31787, 0.06115]],
  "forces_ev_per_a": [[-0.04, -0.57, -0.57], [0.02, -0.01, 0.00], [-0.07, 0.05, -0.02], [0.48, -0.02, 0.11], [-0.14, 0.09, -0.02], [0.06, -0.02, 0.00], [0.12, 0.08, 0.03], [0.01, -0.03, 0.02], [0.02, 0.03, -0.07], [-0.02, -0.06, 0.08], [-0.01, 0.10, -0.05], [-0.18, -0.09, 0.10], [-0.03, -0.16, 0.04], [0.07, 0.00, 0.01], [-0.01, -0.02, -0.04], [0.07, 0.06, 0.04], [-0.09, -0.05, 0.01], [-0.08, 0.38, 0.10], [0.00, 0.00, 0.00], [0.00, 0.00, -0.01], [0.00, -0.01, 0.01], [0.00, 0.00, 0.02], [-0.01, -0.01, 0.00], [0.01, 0.00, 0.00], [0.00, 0.00, 0.00], [0.00, 0.00, 0.00], [0.00, -0.01, 0.03], [0.04, 0.06, -0.05], [-0.03, 0.01, 0.03], [0.06, 0.00, -0.02], [0.02, -0.01, 0.21], [0.51, -0.42, 0.06], [-0.09, -0.09, 0.00], [-1.82, 1.48, -1.10], [0.35, -0.18, 0.70], [0.46, -0.18, 0.29], [-0.03, 0.01, -0.21], [0.02, -0.01, 0.02], [-0.02, -0.01, 0.00], [0.01, 0.00, -0.02], [0.01, 0.03, 0.18], [0.29, -0.29, 0.14], [0.00, -0.16, 0.12], [-0.01, 0.02, -0.04], [0.03, 0.02, -0.02], [0.00, 0.03, 0.04], [-0.14, 0.11, -0.02], [0.03, 0.41, 0.02], [0.04, -0.47, -0.09], [0.01, 0.05, -0.02], [0.01, 0.02, -0.03], [0.00, -0.02, -0.01], [-0.01, 0.01, 0.00], [0.02, -0.01, 0.00], [-0.01, -0.02, -0.02], [0.01, -0.06, 0.06], [0.06, -0.03, -0.02], [-0.02, -0.02, 0.02], [0.02, 0.01, -0.01], [-0.01, 0.00, 0.02], [-0.05, 0.08, -0.03], [0.01, 0.00, 0.00], [0.00, 0.01, 0.00], [0.00, 0.00, -0.01], [0.00, 0.00, 0.00], [0.00, 0.00, 0.00], [0.00, 0.00, -0.01], [0.02, -0.03, 0.00], [-0.01, -0.02, 0.02], [-0.01, -0.01, 0.02], [0.00, 0.01, 0.01], [0.00, 0.00, -0.01], [0.00, 0.00, -0.01], [0.00, -0.01, -0.04], [0.02, 0.01, -0.01], [-0.01, 0.01, 0.01], [0.00, -0.01, 0.00], [0.00, -0.01, 0.01], [0.04, -0.05, 0.01], [0.01, 0.00, 0.02], [0.00, 0.00, 0.00], [0.01, 0.00, 0.01], [0.00, 0.00, 0.00], [0.00, 0.01, -0.02], [0.00, 0.00, 0.00], [0.00, 0.00, 0.00], [0.00, 0.00, 0.00], [0.00, -0.01, 0.00], [0.02, -0.02, -0.01]]
}